The following is a quantum chemistry calculation of one molecule with the formula C17H22BF3N2O4 in a non-equilibrium geometry, from the Open Molecules 2025 dataset.

XYZ file:
```
49
Properties=species:S:1:pos:R:3
O -0.199 -0.759 1.158
O -2.758 2.766 -0.058
F 1.255 2.495 4.444
F -0.484 1.188 4.803
F -0.698 3.393 4.921
O -2.013 0.208 -3.948
O -3.438 1.788 -2.709
B -2.230 1.152 -2.970
C 0.069 0.171 1.906
C -2.183 1.707 0.191
C 2.067 -1.061 2.591
C 1.345 0.054 2.597
C 2.686 -1.291 -0.887
C 2.353 -0.112 -1.528
C 0.259 -1.053 -2.189
C 1.806 -2.377 -0.901
C 0.581 -2.264 -1.581
C 1.075 0.037 -2.114
N -0.809 1.187 2.168
N -1.407 1.023 -0.729
C 2.075 -3.625 -0.102
C -0.328 -3.395 -1.867
C -2.196 1.133 1.595
C -0.083 2.367 4.299
C -0.410 2.439 2.809
C 0.445 1.344 -2.472
C -1.041 1.590 -2.005
H -2.837 0.026 -4.422
H -3.413 2.254 -1.841
H 1.731 -1.923 2.052
H 2.983 -1.170 3.140
H 1.655 0.882 3.205
H 3.665 -1.398 -0.447
H 3.033 0.719 -1.586
H -0.688 -0.965 -2.699
H -0.744 0.280 -0.404
H 3.078 -3.631 0.323
H 1.302 -3.749 0.663
H 1.992 -4.485 -0.764
H -1.350 -3.077 -1.719
H -0.158 -3.735 -2.892
H -0.214 -4.247 -1.206
H -2.474 0.093 1.508
H -2.861 1.628 2.286
H 0.481 2.798 2.334
H -1.208 3.165 2.607
H 1.041 2.160 -2.048
H 0.494 1.590 -3.566
H -1.245 2.676 -1.945
```

As for the energy above the lowest of the compared OMol25 structures with the same formula, charge and spin: 2.3 kJ/mol. The calculation puts the total energy at -37988.333 eV. Its spin multiplicity is 1. Its structure (SMILES) is C=CC(=O)N(CC(=O)N[C@@H](Cc1ccc(C)c(C)c1)B(O)O)CC(F)(F)F.

=====

The following is a quantum chemistry calculation of a 2-piece molecular cluster, C17H22Br2F3N4O3S overall in a non-equilibrium geometry, from the Open Molecules 2025 dataset.

XYZ file:
```
52
Properties=species:S:1:pos:R:3
C 5.177 1.484 0.133
C 5.679 0.217 -0.596
C 4.913 -1.055 -0.220
Br 5.043 -1.280 1.718
C 3.445 -1.171 -0.783
Br 3.040 0.242 -2.099
C 3.396 -2.400 -1.591
N 3.425 -3.361 -2.216
C 2.313 -1.256 0.304
C 2.285 -2.638 0.816
N 2.359 -3.649 1.355
C 0.866 -0.954 -0.217
C 0.432 0.490 0.021
C -1.095 0.603 0.064
C -1.614 2.041 0.082
S -0.819 3.130 1.306
C 0.661 3.541 0.468
N 1.863 3.617 0.921
N 2.657 3.976 -0.168
C 1.881 4.075 -1.174
O 0.579 3.828 -0.856
H 4.152 1.369 0.482
H 5.772 1.615 1.037
H 5.291 2.388 -0.459
H 6.702 0.040 -0.255
H 5.737 0.346 -1.674
H 5.474 -1.893 -0.624
H 2.485 -0.564 1.122
H 0.723 -1.288 -1.244
H 0.208 -1.578 0.393
H 0.799 1.130 -0.784
H 0.845 0.882 0.953
H -1.488 0.019 0.895
H -1.490 0.143 -0.847
H -1.547 2.522 -0.892
H -2.672 2.023 0.335
H 2.152 4.314 -2.187
C -4.795 -2.750 -0.653
C -6.153 -2.558 0.016
O -6.130 -1.945 1.280
C -6.046 -0.473 1.337
O -6.863 0.158 0.559
C -4.576 0.009 1.127
F -3.640 -0.824 1.677
F -4.379 1.206 1.735
F -4.199 0.189 -0.158
H -4.048 -3.071 0.075
H -4.870 -3.506 -1.440
H -4.441 -1.835 -1.122
H -6.569 -3.555 0.201
H -6.853 -2.047 -0.654
H -6.167 -0.322 2.440
```

The net charge is -1. The calculation puts the total energy at -189160.743 eV. Its spin multiplicity is 1.

=====

The following is a quantum chemistry calculation of C17H22Br45FNS as an isolated structure in a non-equilibrium geometry, from the Open Molecules 2025 dataset.

XYZ file:
```
87
Properties=species:S:1:pos:R:3
N -3.210 -1.246 0.779
C -2.246 -1.062 -0.383
C -1.979 0.465 -0.510
S -3.120 1.123 -1.807
F -2.506 0.376 -3.070
H -3.815 -2.020 0.517
H -3.768 -0.402 0.870
H -2.788 -1.416 -1.279
H -1.274 -1.653 -0.333
H -2.173 0.984 0.419
H -0.964 0.614 -0.886
H -4.350 0.571 -1.539
C 0.308 -1.728 2.799
Br 1.691 -3.080 2.816
Br 0.999 0.011 2.307
Br -1.178 -2.190 1.645
H -0.066 -1.653 3.812
C -4.281 4.323 1.307
Br -6.065 5.018 1.476
Br -4.191 2.729 0.142
Br -3.044 5.674 0.736
H -3.967 3.998 2.292
C -0.422 -5.462 -1.232
Br -2.064 -5.065 -0.291
Br 0.314 -3.884 -2.073
Br 0.864 -6.324 -0.088
H -0.670 -6.159 -2.022
C 4.939 -1.661 0.504
Br 6.341 -2.984 0.473
Br 5.581 0.082 -0.023
Br 3.424 -2.210 -0.555
H 4.598 -1.579 1.528
C -0.498 4.827 4.184
Br 0.207 4.778 2.388
Br -1.751 3.380 4.469
Br 0.899 4.848 5.507
H -1.050 5.751 4.288
C 0.148 0.775 6.606
Br 2.007 1.213 6.329
Br -0.069 -1.033 7.248
Br -0.717 2.057 7.755
H -0.341 0.830 5.642
C -8.691 1.833 1.176
Br -6.836 2.168 0.710
Br -8.924 0.076 1.941
Br -9.394 3.214 2.323
H -9.262 1.858 0.257
C 1.231 3.623 11.111
Br 1.214 4.742 9.538
Br -0.524 3.484 11.900
Br 1.988 1.888 10.740
H 1.872 4.103 11.837
C -3.500 -6.737 -3.751
Br -2.040 -8.000 -3.729
Br -2.889 -4.960 -4.199
Br -4.930 -7.314 -4.907
H -3.897 -6.693 -2.746
C -11.069 -0.003 5.605
Br -12.624 0.000 4.463
Br -10.476 1.790 6.003
Br -11.360 -1.032 7.210
H -10.272 -0.486 5.057
C 5.022 -3.344 -4.600
Br 4.240 -4.638 -3.403
Br 5.657 -1.779 -3.661
Br 6.402 -4.134 -5.694
H 4.236 -3.017 -5.267
C 4.547 -1.387 -8.231
Br 3.239 -0.871 -6.901
Br 4.305 -3.209 -8.808
Br 4.552 -0.173 -9.727
H 5.521 -1.325 -7.762
C 2.300 6.531 -0.541
Br 0.514 7.264 -0.477
Br 2.403 4.966 -1.664
Br 3.596 7.860 -1.052
H 2.546 6.215 0.463
C 5.931 3.332 -5.889
Br 7.745 3.127 -5.266
Br 4.831 4.211 -4.570
Br 5.852 4.237 -7.591
H 5.528 2.339 -6.035
C 10.294 -4.263 -7.204
Br 11.699 -5.584 -7.201
Br 10.939 -2.531 -7.757
Br 8.784 -4.831 -8.265
H 9.947 -4.164 -6.184
```

The net charge is +1. As for the energy above the lowest of the compared OMol25 structures with the same formula, charge and spin: 0.0 kJ/mol. The calculation puts the total energy at -3184924.171 eV. Its spin multiplicity is 1.

=====

The following is a quantum chemistry calculation of C17H22Cl2I2N2O2SiW as an isolated structure, from the Open Molecules 2025 dataset.

XYZ file:
```
49
Properties=species:S:1:pos:R:3
W -0.907 -0.055 0.779
I 5.686 -3.984 1.616
C 3.787 -3.181 1.441
C 2.688 -3.898 1.904
C 1.412 -3.362 1.800
I -0.243 -4.379 2.523
C 1.270 -2.121 1.205
O 0.009 -1.572 1.096
C 2.348 -1.375 0.741
C 2.151 -0.044 0.068
N 1.141 0.823 0.768
C 1.090 2.168 0.146
C -0.133 2.884 0.630
C -0.217 4.255 0.730
C -1.417 4.830 1.126
C -2.503 4.014 1.408
C -2.358 2.651 1.294
N -1.188 2.089 0.917
C 3.616 -1.921 0.872
H 2.826 -4.870 2.358
H 1.800 -0.157 -0.957
H 3.099 0.496 0.046
H 1.460 0.932 1.730
H 1.018 2.025 -0.935
H 2.000 2.729 0.357
H 0.646 4.865 0.499
H -1.501 5.905 1.214
H -3.455 4.423 1.712
H -3.180 1.978 1.487
H 4.478 -1.367 0.522
Cl -0.561 0.227 3.365
C -2.006 -0.482 2.582
Cl -3.133 -0.377 0.119
H -2.884 0.093 2.846
H -2.076 -1.541 2.816
C 0.639 -0.791 -3.403
Si -1.034 -0.767 -2.608
C -2.221 0.403 -3.394
C -1.668 -2.470 -2.269
O -0.667 -0.069 -1.020
H 0.551 -1.150 -4.432
H 1.326 -1.470 -2.891
H 1.093 0.202 -3.452
H -2.438 0.078 -4.415
H -1.811 1.413 -3.459
H -3.167 0.447 -2.854
H -2.725 -2.482 -2.006
H -1.107 -2.954 -1.465
H -1.535 -3.089 -3.160
```

The net charge is +2. As for the energy above the lowest of the compared OMol25 structures with the same formula, charge and spin: 9.2 kJ/mol. The calculation puts the total energy at -76000.050 eV. Its spin multiplicity is 1.

=====

Copy entry 3 word for word.
The following is a quantum chemistry calculation of C17H22Br45FNS as an isolated structure in a non-equilibrium geometry, from the Open Molecules 2025 dataset.

XYZ file:
```
87
Properties=species:S:1:pos:R:3
N -3.210 -1.246 0.779
C -2.246 -1.062 -0.383
C -1.979 0.465 -0.510
S -3.120 1.123 -1.807
F -2.506 0.376 -3.070
H -3.815 -2.020 0.517
H -3.768 -0.402 0.870
H -2.788 -1.416 -1.279
H -1.274 -1.653 -0.333
H -2.173 0.984 0.419
H -0.964 0.614 -0.886
H -4.350 0.571 -1.539
C 0.308 -1.728 2.799
Br 1.691 -3.080 2.816
Br 0.999 0.011 2.307
Br -1.178 -2.190 1.645
H -0.066 -1.653 3.812
C -4.281 4.323 1.307
Br -6.065 5.018 1.476
Br -4.191 2.729 0.142
Br -3.044 5.674 0.736
H -3.967 3.998 2.292
C -0.422 -5.462 -1.232
Br -2.064 -5.065 -0.291
Br 0.314 -3.884 -2.073
Br 0.864 -6.324 -0.088
H -0.670 -6.159 -2.022
C 4.939 -1.661 0.504
Br 6.341 -2.984 0.473
Br 5.581 0.082 -0.023
Br 3.424 -2.210 -0.555
H 4.598 -1.579 1.528
C -0.498 4.827 4.184
Br 0.207 4.778 2.388
Br -1.751 3.380 4.469
Br 0.899 4.848 5.507
H -1.050 5.751 4.288
C 0.148 0.775 6.606
Br 2.007 1.213 6.329
Br -0.069 -1.033 7.248
Br -0.717 2.057 7.755
H -0.341 0.830 5.642
C -8.691 1.833 1.176
Br -6.836 2.168 0.710
Br -8.924 0.076 1.941
Br -9.394 3.214 2.323
H -9.262 1.858 0.257
C 1.231 3.623 11.111
Br 1.214 4.742 9.538
Br -0.524 3.484 11.900
Br 1.988 1.888 10.740
H 1.872 4.103 11.837
C -3.500 -6.737 -3.751
Br -2.040 -8.000 -3.729
Br -2.889 -4.960 -4.199
Br -4.930 -7.314 -4.907
H -3.897 -6.693 -2.746
C -11.069 -0.003 5.605
Br -12.624 0.000 4.463
Br -10.476 1.790 6.003
Br -11.360 -1.032 7.210
H -10.272 -0.486 5.057
C 5.022 -3.344 -4.600
Br 4.240 -4.638 -3.403
Br 5.657 -1.779 -3.661
Br 6.402 -4.134 -5.694
H 4.236 -3.017 -5.267
C 4.547 -1.387 -8.231
Br 3.239 -0.871 -6.901
Br 4.305 -3.209 -8.808
Br 4.552 -0.173 -9.727
H 5.521 -1.325 -7.762
C 2.300 6.531 -0.541
Br 0.514 7.264 -0.477
Br 2.403 4.966 -1.664
Br 3.596 7.860 -1.052
H 2.546 6.215 0.463
C 5.931 3.332 -5.889
Br 7.745 3.127 -5.266
Br 4.831 4.211 -4.570
Br 5.852 4.237 -7.591
H 5.528 2.339 -6.035
C 10.294 -4.263 -7.204
Br 11.699 -5.584 -7.201
Br 10.939 -2.531 -7.757
Br 8.784 -4.831 -8.265
H 9.947 -4.164 -6.184
```

The net charge is +1. As for the energy above the lowest of the compared OMol25 structures with the same formula, charge and spin: 0.0 kJ/mol. The calculation puts the total energy at -3184924.171 eV. Its spin multiplicity is 1.

=====

Number 4 is which compound? C17H22Cl2I2N2O2SiW

=====

Please write out number 4 again, unchanged.
The following is a quantum chemistry calculation of C17H22Cl2I2N2O2SiW as an isolated structure, from the Open Molecules 2025 dataset.

XYZ file:
```
49
Properties=species:S:1:pos:R:3
W -0.907 -0.055 0.779
I 5.686 -3.984 1.616
C 3.787 -3.181 1.441
C 2.688 -3.898 1.904
C 1.412 -3.362 1.800
I -0.243 -4.379 2.523
C 1.270 -2.121 1.205
O 0.009 -1.572 1.096
C 2.348 -1.375 0.741
C 2.151 -0.044 0.068
N 1.141 0.823 0.768
C 1.090 2.168 0.146
C -0.133 2.884 0.630
C -0.217 4.255 0.730
C -1.417 4.830 1.126
C -2.503 4.014 1.408
C -2.358 2.651 1.294
N -1.188 2.089 0.917
C 3.616 -1.921 0.872
H 2.826 -4.870 2.358
H 1.800 -0.157 -0.957
H 3.099 0.496 0.046
H 1.460 0.932 1.730
H 1.018 2.025 -0.935
H 2.000 2.729 0.357
H 0.646 4.865 0.499
H -1.501 5.905 1.214
H -3.455 4.423 1.712
H -3.180 1.978 1.487
H 4.478 -1.367 0.522
Cl -0.561 0.227 3.365
C -2.006 -0.482 2.582
Cl -3.133 -0.377 0.119
H -2.884 0.093 2.846
H -2.076 -1.541 2.816
C 0.639 -0.791 -3.403
Si -1.034 -0.767 -2.608
C -2.221 0.403 -3.394
C -1.668 -2.470 -2.269
O -0.667 -0.069 -1.020
H 0.551 -1.150 -4.432
H 1.326 -1.470 -2.891
H 1.093 0.202 -3.452
H -2.438 0.078 -4.415
H -1.811 1.413 -3.459
H -3.167 0.447 -2.854
H -2.725 -2.482 -2.006
H -1.107 -2.954 -1.465
H -1.535 -3.089 -3.160
```

The net charge is +2. As for the energy above the lowest of the compared OMol25 structures with the same formula, charge and spin: 9.2 kJ/mol. The calculation puts the total energy at -76000.050 eV. Its spin multiplicity is 1.